# 1
{
  "formula": "C31H68N4O9S6",
  "method": "the ωB97M-V functional and the def2-TZVPD basis",
  "species": ["C", "O", "H", "H", "H", "H", "C", "O", "H", "H", "H", "H", "C", "O", "H", "H", "H", "H", "N", "C", "C", "C", "C", "H", "H", "H", "H", "H", "N", "C", "C", "C", "C", "H", "H", "H", "H", "H", "N", "C", "C", "C", "C", "H", "H", "H", "H", "H", "N", "C", "C", "C", "C", "H", "H", "H", "H", "H", "C", "S", "O", "C", "H", "H", "H", "H", "H", "H", "C", "S", "O", "C", "H", "H", "H", "H", "H", "H", "C", "S", "O", "C", "H", "H", "H", "H", "H", "H", "C", "S", "O", "C", "H", "H", "H", "H", "H", "H", "C", "S", "O", "C", "H", "H", "H", "H", "H", "H", "C", "S", "O", "C", "H", "H", "H", "H", "H", "H"],
  "xyz": [[-6.73709, 6.19802, -0.20179], [-7.26429, 7.08051, 0.83071], [-6.36625, 5.22672, 0.12557], [-7.59478, 5.91056, -0.80991], [-6.03373, 6.68425, -0.87779], [-6.52561, 7.15846, 1.43889], [-1.57716, 9.25685, 3.49225], [-1.92444, 8.31981, 2.49941], [-2.19087, 10.12944, 3.26856], [-1.82287, 8.90520, 4.49429], [-0.50358, 9.39784, 3.36725], [-1.67461, 8.58258, 1.61051], [8.39458, -2.78305, -4.06753], [7.15989, -2.11040, -3.67684], [8.71650, -3.50234, -3.31448], [8.32764, -3.39432, -4.96752], [9.20614, -2.14602, -4.41919], [7.39999, -1.59411, -2.90392], [-7.82919, -3.16715, -0.66161], [-7.95733, -2.41584, -1.81038], [-9.11249, -2.79394, -2.51881], [-9.56246, -3.91948, -1.88417], [-8.79597, -4.12334, -0.71097], [-7.00576, -3.18251, -0.07693], [-7.26562, -1.60471, -1.98352], [-9.51281, -2.38709, -3.43567], [-10.36942, -4.61110, -2.07618], [-8.69446, -4.92822, 0.00197], [1.61743, -2.28334, -9.02364], [1.31990, -3.11179, -10.07976], [1.07071, -4.39853, -9.63686], [1.23730, -4.38648, -8.27283], [1.46472, -3.05092, -7.91943], [1.62196, -1.28658, -9.18658], [1.21795, -2.69170, -11.06947], [0.88541, -5.32938, -10.15219], [1.29738, -5.17810, -7.54063], [1.62294, -2.64950, -6.92938], [-5.24103, 2.31626, 5.25223], [-6.48818, 2.84941, 5.41648], [-6.41227, 3.67159, 6.53632], [-5.19604, 3.50295, 7.06350], [-4.42216, 2.73622, 6.25698], [-4.90711, 1.88180, 4.40379], [-7.22158, 2.66775, 4.64478], [-7.09349, 4.40809, 6.93622], [-4.86370, 4.05247, 7.93183], [-3.38462, 2.43673, 6.24255], [3.41473, -6.85760, -0.57433], [3.95243, -7.70074, 0.30243], [2.97460, -8.61319, 0.52051], [1.86883, -8.28897, -0.21223], [2.10991, -7.15686, -0.90700], [3.95582, -6.05396, -0.85980], [5.00196, -7.55585, 0.51195], [2.90893, -9.39665, 1.26098], [0.87486, -8.70898, -0.16738], [1.64434, -6.44111, -1.56833], [6.26695, 5.30629, -8.76782], [5.55147, 5.44054, -7.10690], [4.31091, 4.53932, -6.82105], [6.96385, 4.73575, -6.19102], [6.46467, 4.24319, -8.90504], [7.21756, 5.72563, -9.09733], [5.54613, 5.65777, -9.50605], [6.67726, 4.76726, -5.13984], [7.85854, 5.34603, -6.31425], [7.26455, 3.71404, -6.42302], [1.56176, 5.12217, 9.12201], [2.50796, 5.93231, 7.81489], [3.44928, 6.86472, 8.56694], [3.66130, 4.45340, 7.44915], [2.18073, 5.05907, 10.01700], [1.43222, 4.11310, 8.73075], [0.56817, 5.47992, 9.39199], [3.11922, 3.52663, 7.26115], [4.40190, 4.42240, 8.24831], [4.31771, 4.72077, 6.62106], [0.66751, 0.56677, -0.10527], [-0.83771, -0.06563, -0.93445], [-1.96422, 0.16421, 0.08725], [-1.09946, 1.45473, -2.04459], [0.56329, 1.33533, 0.66059], [1.33005, 0.86539, -0.91766], [1.21864, -0.21356, 0.41954], [-2.00380, 1.42027, -2.65210], [-0.27364, 1.35185, -2.74854], [-1.08032, 2.39701, -1.49701], [7.10564, -2.32321, 6.38113], [8.17693, -3.03767, 7.66973], [9.19162, -4.01298, 7.08935], [8.97809, -1.49012, 8.15389], [7.69377, -1.92689, 5.55339], [6.31930, -1.71015, 6.82151], [6.47899, -3.09685, 5.93740], [8.28302, -0.90817, 8.75913], [9.25660, -0.92739, 7.26290], [9.92608, -1.59860, 8.68080], [-5.28935, -1.53592, -8.95130], [-5.93186, -3.03758, -9.84190], [-7.37678, -3.35530, -9.42391], [-5.89384, -2.21376, -11.45096], [-5.87518, -0.62925, -9.10248], [-4.22887, -1.43893, -9.18379], [-5.36791, -1.69138, -7.87531], [-6.03745, -2.80516, -12.35524], [-5.00202, -1.60314, -11.59205], [-6.71771, -1.50010, -11.44545], [-0.71620, -3.49821, 6.64760], [-0.32072, -3.58660, 8.46976], [0.75063, -2.54641, 8.66633], [-1.88582, -2.92254, 9.19355], [0.12413, -3.76285, 6.00580], [-0.99503, -2.50496, 6.29574], [-1.56044, -4.14703, 6.41436], [-1.70723, -2.60240, 10.22006], [-2.75114, -3.58529, 9.20308], [-2.18558, -2.01746, 8.66527]],
  "lowdin_charge": [-0.1524, -0.1230, 0.0712, 0.0708, 0.0707, 0.0625, -0.1622, -0.1427, 0.0753, 0.0800, 0.0771, 0.0727, -0.1531, -0.1224, 0.0726, 0.0700, 0.0698, 0.0629, -0.0018, -0.1380, -0.1142, -0.1325, -0.1413, 0.1476, 0.0966, 0.0944, 0.0897, 0.0997, 0.0149, -0.1509, -0.1269, -0.1210, -0.1564, 0.1508, 0.0999, 0.0954, 0.0946, 0.0999, -0.0047, -0.1161, -0.1311, -0.1704, -0.1368, 0.1494, 0.1036, 0.1000, 0.1003, 0.1061, -0.0271, -0.1432, -0.1393, -0.1460, -0.1117, 0.1467, 0.1155, 0.0969, 0.0999, 0.1084, -0.2886, 0.8327, -0.5699, -0.2765, 0.0463, 0.0592, 0.0459, 0.0440, 0.0502, 0.0565, -0.2835, 0.8425, -0.5959, -0.2312, 0.0594, 0.0320, 0.0510, 0.0406, 0.0488, 0.0361, -0.2818, 0.8625, -0.6159, -0.2379, 0.0617, 0.0397, 0.0405, 0.0450, 0.0306, 0.0554, -0.2762, 0.8167, -0.5668, -0.2794, 0.0553, 0.0543, 0.0450, 0.0508, 0.0457, 0.0546, -0.2639, 0.8356, -0.5720, -0.2936, 0.0538, 0.0466, 0.0436, 0.0502, 0.0478, 0.0515, -0.2560, 0.8240, -0.5827, -0.2614, 0.0451, 0.0478, 0.0423, 0.0466, 0.0484, 0.0459],
  "homo_ev": -7.847,
  "fmax_ev_per_a": 4.27,
  "orbital_gap_ev": 7.9,
  "spin_multiplicity": 1
}

***

# 2
{
  "formula": "C5H4N2",
  "method": "the ωB97M-V functional and the def2-TZVPD basis",
  "species": ["C", "C", "C", "N", "C", "C", "N", "H", "H", "H", "H"],
  "xyz": [[-2.32509, 0.28120, 0.58549], [-1.22739, 0.48530, 0.13458], [0.09164, 0.83853, -0.35039], [1.22237, 0.78004, 0.57066], [1.16898, -0.19544, -0.50981], [0.82558, -1.59179, -0.31941], [0.55401, -2.71421, -0.25424], [-3.30006, 0.10103, 0.98543], [0.10919, 1.67390, -1.04631], [0.93908, 0.38475, 1.46417], [1.94169, -0.04331, -1.26018]],
  "nbo_charge": [-0.1900, -0.0486, -0.1255, -0.5221, -0.1766, 0.2524, -0.2885, 0.2455, 0.2346, 0.3733, 0.2455],
  "homo_ev": -10.061,
  "fmax_ev_per_a": 1.08,
  "smiles": "C#C[C@H]1N[C@H]1C#N",
  "orbital_gap_ev": 10.9,
  "spin_multiplicity": 1
}

***

# 3
{
  "formula": "C4H10FNO",
  "method": "the ωB97M-V functional and the def2-TZVPD basis",
  "species": ["C", "C", "C", "C", "N", "O", "F", "H", "H", "H", "H", "H", "H", "H", "H", "H", "H"],
  "xyz": [[0.99398, 0.05889, 1.94834], [-1.10264, -0.72434, -2.21614], [0.34131, -0.53009, 0.67231], [0.01307, 0.61633, -0.21717], [-0.90290, 1.57277, 0.10805], [1.14601, -1.51228, 0.14105], [1.09744, 1.15081, -0.87870], [1.22640, -0.84337, 2.59391], [0.31936, 0.77755, 2.26016], [1.96132, 0.58364, 1.53091], [-1.17053, -1.77488, -2.11130], [-2.13435, -0.19262, -2.31707], [-0.25929, -0.37348, -2.81421], [-0.65486, -1.02292, 1.08761], [-1.53537, 1.22331, 0.89814], [-1.34387, 2.07300, -0.57208], [2.00493, -1.08233, -0.11381]],
  "nbo_charge": [-0.6294, -0.6651, 0.0194, 0.5784, -0.8404, -0.6902, -0.3686, 0.2300, 0.2015, 0.1990, 0.1724, 0.1699, 0.1809, 0.1884, 0.3870, 0.3940, 0.4728],
  "homo_ev": [-7.955, -6.992],
  "fmax_ev_per_a": 5.55,
  "orbital_gap_ev": [8.8, 7.8],
  "spin_multiplicity": 1
}

***

# 4
{
  "formula": "C3H4FI",
  "method": "the ωB97M-V functional and the def2-TZVPD basis",
  "species": ["C", "C", "C", "F", "I", "H", "H", "H", "H"],
  "xyz": [[0.60120, 1.57055, 0.10466], [-0.35373, -1.14149, -1.08015], [-0.71561, -1.70848, -0.01355], [0.99684, 1.45463, 1.34970], [1.69811, 0.42309, -1.25565], [0.40556, 2.73198, -0.11568], [-0.58699, 0.89642, 0.13602], [-0.73650, -1.63653, 1.13472], [-1.30888, -2.59017, -0.26006]],
  "nbo_charge": [-0.1481, 0.0232, -0.8075, -0.3535, 0.3134, 0.2120, 0.1799, 0.2742, 0.3064],
  "homo_ev": -8.361,
  "fmax_ev_per_a": 6.08,
  "orbital_gap_ev": 8.1,
  "spin_multiplicity": 1
}